(i)
Formula: C3H28NO15
Source: OMol25
Level of theory: ωB97M-V with the def2-TZVPD basis set

Calculated values
**Net charge**: -1
**Kohn-Sham gap**: 9.570 eV

CARTESIAN COORDINATES (ANGSTROEM)
O1 -1.89696 2.39275 -0.26801
C1 -1.18142 1.67303 -1.01749
N1 -0.45214 0.71001 -0.44510
C2 0.46743 -0.02617 -1.30889
O2 0.23705 -1.08125 -1.94447
O3 1.62901 0.52958 -1.11650
C3 -1.09954 1.93209 -2.47145
H1 -0.33619 0.69185 0.57003
H2 -0.82826 0.96949 -2.95904
H3 -0.29822 2.50809 -2.79476
H4 -2.06038 2.39111 -2.77835
H5 -0.29429 -1.57838 0.88706
H6 -0.95699 -2.86252 1.36450
O4 -0.85709 -1.95212 1.70289
H7 2.38814 1.97975 -3.17111
H8 2.43640 0.65051 -2.87725
O5 2.68842 1.19494 -3.61372
H9 -2.29025 -1.63366 0.75594
H10 -2.51947 -0.09579 0.93945
O6 -2.56219 -0.79415 0.28775
H11 2.91401 3.03886 -0.71116
H12 1.61491 2.40971 -0.40781
O7 2.18974 3.06970 -0.07329
H13 -0.08381 3.05218 1.80036
H14 -1.45358 2.58019 1.39351
O8 -0.77413 2.39457 2.06347
H15 0.95339 2.96234 3.59268
H16 1.32730 1.65724 4.44921
O9 1.73378 2.43528 4.02208
H17 4.14242 -0.42668 0.13921
H18 2.88843 -0.93216 -0.37117
O10 3.58127 -1.22673 0.23423
H19 -0.71742 1.01803 3.14179
H20 -0.31426 -0.43102 3.19744
O11 -0.68422 0.24443 3.65370
H21 -4.92532 -0.39273 -0.78851
H22 -4.10253 0.87347 -0.91114
O12 -4.85879 0.43027 -1.28949
H23 1.20384 -4.08406 1.30197
H24 0.91743 -3.10736 2.26174
O13 1.20553 -4.00490 2.26787
H25 -0.88745 -3.67097 -0.97205
H26 -1.32202 -2.29833 -0.66454
O14 -1.50867 -3.21862 -0.46574
H27 2.21977 -3.73324 -2.15954
H28 1.24040 -2.69138 -2.44260
O15 1.28691 -3.54725 -2.00371

=====

(ii)
Formula: C3H28NO15
Source: OMol25
Level of theory: ωB97M-V with the def2-TZVPD basis set

Calculated values
**Net charge**: -1
**Kohn-Sham gap**: 10.339 eV

CARTESIAN COORDINATES (ANGSTROEM)
O1 2.09627 -0.08651 -1.38527
C1 1.13405 0.62505 -1.01261
N1 -0.11071 0.29236 -1.42955
C2 -1.37695 0.90845 -1.00158
O2 -1.27862 2.09213 -0.62568
O3 -2.35170 0.16154 -1.04670
C3 1.37705 1.81301 -0.14955
H1 -0.22156 -0.55207 -1.96207
H2 1.32302 2.72934 -0.72130
H3 2.36005 1.76503 0.32244
H4 0.61725 1.93592 0.64706
H5 0.51965 -0.12649 2.65413
H6 1.80964 -0.88552 2.18834
O4 0.87574 -0.99906 2.38057
H7 -0.42147 3.27037 -1.56475
H8 -0.67903 4.11919 -2.81180
O5 -0.03275 3.97146 -2.12393
H9 3.22941 -0.89982 0.66398
H10 4.14964 -0.04914 1.48756
O6 3.48454 -0.73271 1.56679
H11 -1.15999 -2.47941 -2.62624
H12 -0.95428 -1.85630 -4.04236
O7 -0.50111 -2.34528 -3.35046
H13 0.91783 -2.71572 -2.36733
H14 1.84433 -1.84538 -1.52243
O8 1.50197 -2.75287 -1.58033
H15 -2.44422 -1.63069 -1.19139
H16 -1.57344 -2.73189 -0.55876
O9 -2.14744 -2.54650 -1.32154
H17 -3.34304 -0.61126 1.72557
H18 -3.43905 0.16777 0.38411
O10 -3.76172 0.16860 1.30449
H19 0.44980 -2.87864 -0.19446
H20 0.17490 -2.15222 1.21449
O11 -0.20311 -2.75284 0.54897
H21 3.63275 0.62390 -1.23235
H22 4.31920 2.01915 -1.30492
O12 4.44554 1.13602 -0.95413
H23 -1.85546 -2.34473 1.69574
H24 -1.66689 -1.44189 2.94034
O13 -2.33181 -1.86743 2.38160
H25 -1.09952 1.64972 2.74022
H26 0.23156 2.13911 3.42539
O14 -0.25261 1.34338 3.21043
H27 -1.98707 2.40394 0.94199
H28 -2.98576 1.61219 1.78658
O15 -2.31488 2.33676 1.87067

=====

In kcal/mol, relative to the most stable structure: (i) 101.0; (ii) 0.0.